# 1
9
Properties=species:S:1:pos:R:3:forces:R:3 method="wB97M-V/def2-TZVPD" energy_ha=-254.11184 homo_ha=-0.361 relative_energy_kcal_mol=112.4 spin_multiplicity=1
C -0.52877 0.15241 0.23540 2.5 1.1 1.4
C 1.10732 0.21945 -0.26781 -3.0 0.0 1.5
H -2.26595 -0.69986 -0.46725 5.2 -2.8 1.3
H -1.33834 1.06893 -0.09145 2.9 -2.4 1.0
H -0.24277 0.13910 1.44318 -1.5 0.4 -2.8
H 1.39120 1.01476 0.52479 0.9 -1.4 -1.9
H 1.29018 0.39566 -1.39799 0.0 -0.4 2.2
O -0.90722 -1.15716 -0.12156 -7.0 2.7 -1.8
F 1.49436 -1.13330 0.14267 0.2 2.7 -0.9

---

# 2
93
Properties=species:S:1:pos:R:3:forces:R:3 method="wB97M-V/def2-TZVPD" energy_ha=-5650.77006 homo_ha=-0.229 relative_energy_kcal_mol=0.0 spin_multiplicity=1
K 0.13237 -0.34706 0.94830 -0.2 0.5 0.2
C -0.87851 -2.01675 4.50985 0.0 -0.1 0.1
C -1.50532 -0.80591 3.88433 0.0 0.1 0.0
C -1.24063 0.46795 4.38523 0.0 0.0 0.0
C -1.77239 1.59324 3.78260 0.0 0.1 0.0
C -2.58006 1.46896 2.65704 0.0 0.0 0.0
C -2.84892 0.20925 2.14890 0.0 0.0 -0.1
C -2.32011 -0.91859 2.76617 0.0 0.0 -0.1
H 0.20650 -1.99988 4.38284 0.0 0.0 0.0
H -1.25555 -2.93500 4.05780 0.0 0.0 0.0
H -1.08004 -2.06087 5.58152 0.0 0.0 0.0
H -0.59063 0.57643 5.24541 0.0 0.0 0.0
H -1.54763 2.57490 4.18057 0.0 0.0 0.0
H -2.98563 2.34851 2.17308 0.0 0.0 0.0
H -3.44532 0.10177 1.25135 0.0 0.0 0.0
H -2.51372 -1.89652 2.34173 0.0 0.0 0.0
S 2.36753 0.03828 -1.06771 0.0 0.1 -0.1
C 1.90556 0.71094 -2.62156 0.1 -0.1 0.0
C 2.67166 0.43364 -3.76403 0.1 -0.1 0.0
C 2.34777 0.95473 -5.00181 0.0 0.0 -0.1
C 1.24383 1.78784 -5.15129 0.0 0.0 0.0
C 0.47292 2.08513 -4.03759 0.0 0.0 -0.1
C 0.79110 1.55479 -2.79368 -0.1 0.0 0.2
As -0.29525 1.86948 -1.21871 0.1 0.2 0.0
C -1.70501 3.02411 -1.94283 0.1 -0.1 -0.1
C -2.75663 2.38482 -2.59617 -0.1 0.0 0.0
C -3.82830 3.10835 -3.09677 0.0 0.0 0.0
C -3.87057 4.48628 -2.93538 0.0 0.0 0.0
C -2.83132 5.13027 -2.28309 0.0 0.1 0.0
C -1.75212 4.40493 -1.79332 0.0 0.0 0.0
C 0.74206 3.26767 -0.31423 -0.1 -0.2 -0.1
C 0.35079 3.62058 0.97283 0.0 0.1 0.1
C 0.98906 4.65270 1.64887 0.0 0.0 0.0
C 2.03694 5.33158 1.04332 0.0 0.0 0.0
C 2.45064 4.96138 -0.23026 0.1 0.0 0.0
C 1.80774 3.93448 -0.90602 0.0 0.0 -0.1
H 3.53905 -0.20524 -3.64988 0.0 0.0 0.0
H 2.96669 0.71180 -5.85763 0.0 0.0 0.0
H 0.98900 2.20175 -6.11835 0.0 0.0 0.0
H -0.38620 2.73803 -4.14162 0.0 0.0 0.0
H -2.74633 1.30610 -2.72040 0.1 0.0 0.0
H -4.63301 2.59462 -3.60813 0.0 0.0 0.0
H -4.71013 5.05437 -3.31513 0.0 0.0 0.0
H -2.85101 6.20573 -2.15593 0.0 0.0 0.0
H -0.94262 4.92731 -1.29890 0.0 0.0 0.0
H -0.46946 3.10129 1.46051 0.0 0.0 -0.1
H 0.66304 4.92473 2.64560 0.0 0.0 0.0
H 2.53684 6.13988 1.56237 0.0 0.0 0.0
H 3.27555 5.47828 -0.70502 0.0 0.0 0.0
H 2.13048 3.65096 -1.90134 0.0 0.0 0.0
C -0.18570 -4.95256 -2.45219 0.0 -0.1 0.0
N -0.45785 -3.58873 -2.04612 -0.1 -0.2 0.0
C 0.22677 -2.56229 -2.82524 0.0 0.1 0.1
P -1.22644 -3.25686 -0.63152 0.3 0.2 0.0
O -1.17439 -1.79949 -0.37759 -0.7 -0.4 -0.3
N -0.55946 -4.06844 0.66441 0.0 -0.2 0.0
C -0.75186 -5.48568 0.92124 -0.1 -0.1 0.0
C 0.74901 -3.62641 1.12764 0.2 0.1 -0.1
N -2.72390 -3.96487 -0.75374 0.0 -0.1 0.0
C -3.45924 -3.77044 -1.99720 0.0 0.0 -0.1
C -3.60437 -3.87276 0.40402 0.0 0.0 0.1
H 0.85579 -5.23278 -2.25892 0.0 0.0 0.0
H -0.37163 -5.06968 -3.52379 0.0 0.0 0.0
H -0.83934 -5.64876 -1.92455 0.0 0.0 0.0
H 1.31262 -2.66564 -2.74513 0.0 0.0 0.0
H -0.02972 -1.57720 -2.44464 0.0 0.0 -0.1
H -0.06950 -2.64768 -3.87411 0.0 0.0 0.0
H -1.69155 -5.83070 0.49812 0.0 0.0 0.0
H -0.77150 -5.66041 2.00110 0.0 0.0 0.0
H 0.06086 -6.08753 0.49676 0.0 0.0 0.0
H 0.98622 -2.60984 0.81202 -0.1 -0.3 -0.1
H 1.53363 -4.26855 0.70998 0.0 0.0 0.1
H 0.79654 -3.67359 2.21853 0.0 0.0 0.0
H -2.79955 -3.89645 -2.85236 0.0 0.0 0.0
H -3.90989 -2.77217 -2.04904 0.0 0.0 0.0
H -4.25387 -4.51631 -2.05497 0.0 0.0 0.0
H -3.05552 -4.06384 1.32337 0.0 0.0 0.0
H -4.39467 -4.62012 0.31123 0.0 0.0 0.0
H -4.06955 -2.88222 0.47568 0.0 0.0 0.0
O 1.61043 0.31714 2.64912 0.4 0.2 0.8
S 2.61102 1.26408 3.25597 0.0 0.0 -0.1
C 3.58681 1.88412 1.85179 -0.1 0.1 -0.1
C 5.01211 1.36775 1.99280 0.1 0.1 0.0
C 4.89350 -0.00204 2.64768 0.0 -0.1 0.0
C 3.96856 0.21392 3.83860 0.1 -0.1 0.1
H 3.48142 2.96472 1.78841 0.1 0.1 0.0
H 3.09163 1.44119 0.97810 0.0 0.0 0.0
H 5.60657 2.03129 2.62811 0.0 0.0 0.0
H 5.49192 1.32746 1.01485 0.0 0.0 0.0
H 5.85642 -0.41238 2.95303 0.0 0.0 0.0
H 4.43363 -0.70757 1.95178 0.0 0.0 0.0
H 4.46658 0.73349 4.66021 0.0 0.1 0.0
H 3.49279 -0.68319 4.23311 0.0 0.0 0.0

---

# 3
22
Properties=species:S:1:pos:R:3:forces:R:3 method="wB97M-V/def2-TZVPD" energy_ha=-628.63191 homo_ha="-0.295 / -0.295" relative_energy_kcal_mol=101.9 spin_multiplicity=1
C -1.88751 2.05569 0.08331 -0.2 -0.2 -0.1
C -2.81533 1.09591 -0.16253 -0.2 0.5 0.0
C -0.53501 1.69681 0.28652 -0.1 -0.1 0.1
C -0.24547 0.37708 0.27668 3.9 0.5 -0.3
C -2.49722 -0.29992 -0.18291 0.1 -0.3 0.0
C 0.24923 -2.44669 0.81406 0.0 0.1 -0.1
C -0.77535 -1.95818 0.13578 0.1 -0.8 0.1
C 2.69327 0.50368 -1.30806 -0.2 0.9 -0.3
C 2.26918 0.03959 -0.00076 -2.2 0.3 0.4
N -1.11978 -0.59829 0.08017 -0.7 0.1 -0.2
O -3.27445 -1.21301 -0.38583 -0.2 -0.1 0.0
O 2.54740 -0.87817 -0.94261 -0.1 -0.6 1.1
O 2.85224 0.05169 1.21329 0.0 -0.5 -0.7
H -2.16172 3.10343 0.09188 -0.1 0.0 0.0
H -3.84766 1.33996 -0.36013 -0.1 0.0 0.0
H 0.22434 2.44795 0.42509 0.1 0.0 0.0
H 0.44284 -3.50306 0.81141 0.0 -0.2 -0.1
H 0.92485 -1.82536 1.37423 0.1 0.2 0.1
H -1.48260 -2.58170 -0.39441 0.1 0.0 0.0
H 1.94987 0.87035 -2.00270 0.0 0.0 0.0
H 3.71995 0.80428 -1.48350 0.0 0.0 0.1
H 2.76893 0.91794 1.63101 -0.2 0.0 -0.2

---

# 4
27
Properties=species:S:1:pos:R:3:forces:R:3 method="wB97M-V/def2-TZVPD" energy_ha=-1234.80154 charge=-1 homo_ha=-0.132 relative_energy_kcal_mol=15.4 spin_multiplicity=1
O -0.03107 0.52115 0.67356 -2.6 3.2 2.6
H 0.50993 -0.05285 1.11756 2.4 -3.3 1.7
H 0.17893 0.58215 -0.22844 2.2 0.3 -5.9
H -0.94507 0.25115 0.65256 -1.7 -1.2 0.6
S 1.03893 0.07015 -2.80044 2.3 1.4 -5.9
O 0.03793 0.16215 -3.84144 -1.2 -0.1 -0.6
O 2.30993 0.62515 -3.28944 0.2 -0.4 0.5
O 0.62293 0.86215 -1.68144 -2.1 2.9 5.5
O 1.17193 -1.27285 -2.33944 0.6 -3.8 1.1
O -2.94407 2.09715 1.63656 -0.2 1.4 -0.8
H -2.98807 3.01815 1.24156 0.2 -1.7 0.7
H -3.10807 2.18515 2.57756 0.0 0.3 0.1
O 2.41193 -2.61885 -0.41844 4.2 -4.8 1.7
H 1.99093 -2.18485 0.23756 -1.9 1.8 3.8
H 2.08693 -2.17085 -1.10644 -1.7 2.7 -5.4
O 1.94493 -0.88285 2.10056 0.0 -0.2 -1.8
H 1.74693 -1.35085 2.87156 -0.5 -2.4 1.6
H 1.91193 -0.05185 2.50656 0.5 2.8 0.4
O 0.25293 3.15815 -0.45044 -1.6 -1.3 -1.8
H 0.95993 3.01915 0.11956 2.1 0.3 1.9
H 0.37193 2.26915 -0.95544 -0.4 1.6 -0.5
O -0.42907 -2.19485 -0.60244 -0.8 -0.3 3.0
H 0.04493 -2.08385 -1.40844 0.8 0.6 -2.1
H -1.32707 -2.46485 -0.73044 -0.5 -0.1 -0.5
O -2.48907 -0.64085 1.07056 2.6 -4.2 0.9
H -2.39507 -0.99085 1.99356 -0.4 0.8 -1.4
H -2.93707 0.14015 1.05356 -2.3 3.6 0.5

---

# 5
81
Properties=species:S:1:pos:R:3:forces:R:3 method="wB97M-V/def2-TZVPD" energy_ha=-3152.96548 s_squared=2.004 charge=+1 homo_ha="-0.280 / -0.283" relative_energy_kcal_mol=97.4 spin_multiplicity=3
Tm -1.53508 1.16429 0.07874 0.5 -1.7 -1.5
C -1.77150 0.80161 2.50177 -0.8 1.3 0.1
C -1.04518 2.02930 2.29135 -1.3 0.2 0.3
C -3.17884 2.29440 1.40698 0.5 -0.4 1.3
C -3.09884 0.98471 1.99029 0.6 1.5 0.6
C -1.91469 2.94519 1.60776 -0.4 -0.8 1.0
C -1.40725 -0.32986 3.39318 0.4 -0.8 0.2
H -0.31865 -0.44372 3.49520 -0.4 -0.1 0.0
H -1.81986 -1.27258 2.99728 0.3 0.2 0.2
H -1.81944 -0.20229 4.41147 0.1 0.1 -0.4
C -4.28103 0.15066 2.30979 -0.2 -0.6 -0.2
H -4.11280 -0.44038 3.21967 0.0 0.1 -0.3
H -4.50850 -0.52309 1.47764 -0.2 -0.1 0.2
H -5.15952 0.77943 2.48750 0.1 -0.1 -0.1
C -4.43717 2.90743 0.89925 -0.2 0.3 -0.4
H -5.26649 2.70537 1.59473 0.2 0.1 -0.3
H -4.71942 2.49242 -0.07933 -0.1 0.2 0.2
H -4.31924 3.99662 0.80291 -0.2 -0.3 0.0
C -1.63293 4.36074 1.25921 0.2 0.5 -0.1
H -2.13024 5.03812 1.97382 0.2 -0.2 -0.3
H -2.01771 4.59572 0.25744 0.1 0.2 0.2
H -0.55631 4.56857 1.28573 -0.3 0.1 -0.1
C 0.31824 2.35363 2.78295 0.8 0.1 0.0
H 0.40304 3.41894 3.04348 -0.1 -0.3 0.0
H 1.07570 2.15735 2.00361 0.1 0.0 0.4
H 0.58205 1.76293 3.67289 -0.1 0.2 -0.3
C 1.47121 -2.76447 1.01671 -0.6 0.7 0.1
C 1.60177 -2.26769 2.25551 -0.4 -0.7 0.0
C 2.19332 -0.93207 2.56296 0.8 0.7 0.2
C 3.45986 -0.55291 1.70743 0.5 -1.2 1.5
C 3.40802 0.29585 0.53565 -0.6 1.3 -2.1
C 2.23134 0.62000 -0.25533 -0.7 0.0 0.8
C 1.04165 -0.41674 -0.08642 0.7 -0.2 -0.6
C 1.57932 -1.87855 -0.18629 -1.8 -0.2 1.3
H 2.54239 -0.99932 3.60668 -0.2 0.2 -0.3
H 3.94408 -1.51110 1.44600 -0.1 -0.3 0.3
H 1.47677 -0.10192 2.54542 0.2 -0.1 0.1
H 2.72689 -1.81417 -0.45121 -1.9 0.0 0.7
H 1.32082 -3.83259 0.83084 -0.4 0.4 0.2
H 1.30673 -2.84973 3.13561 0.5 -0.2 -0.4
H 1.10407 -2.37642 -1.04581 0.2 0.1 0.1
H 0.54065 -0.22626 0.87760 0.1 -0.1 0.0
H 1.86018 1.62943 0.03414 -1.2 0.9 -0.1
H 0.28174 -0.29368 -0.89663 0.2 0.1 0.0
H 4.18341 -0.08118 2.40360 -0.4 -0.2 -0.2
H 4.28266 0.91133 0.37551 -0.1 0.3 0.1
P 3.82100 -1.79890 -1.65824 1.9 -0.1 1.6
C 3.89670 -3.47270 -2.28561 0.5 -0.4 -1.1
C 5.45460 -1.33076 -1.07547 1.5 0.1 -1.3
P 2.53537 0.95809 -2.06926 1.8 -2.4 0.7
C 3.06017 -0.64962 -2.80163 0.2 0.5 -1.6
C 3.99310 1.99425 -2.29731 0.0 1.0 -0.2
C 1.18819 1.57686 -3.04895 -0.6 0.6 -0.4
H 3.14809 -3.62826 -3.07038 0.2 -0.1 0.1
H 3.70488 -4.20216 -1.48878 0.0 0.3 0.0
H 4.89703 -3.66708 -2.69592 -0.3 -0.2 -0.1
H 6.18534 -1.64330 -1.83077 0.4 0.1 0.2
H 5.70356 -1.83387 -0.13056 -0.4 0.1 -0.3
H 5.55572 -0.25265 -0.91785 -0.1 -0.4 -0.1
H 1.47758 1.57993 -4.10483 0.0 0.0 0.1
H 0.93862 2.60897 -2.77130 0.1 -0.2 0.0
H 0.28500 0.95974 -2.97179 0.2 0.0 0.1
H 2.18305 -1.12550 -3.28053 0.3 0.1 0.3
H 3.79260 -0.45026 -3.60651 -0.5 0.2 0.0
H 3.65196 3.01245 -2.53361 0.2 -0.1 0.1
H 4.58699 1.65796 -3.15739 -0.2 0.0 0.3
H 4.63499 2.05454 -1.40741 -0.4 -0.2 -0.2
C -3.53768 -2.91945 -0.89159 0.0 0.1 -0.3
Si -3.85124 -1.16723 -1.48744 -0.8 -0.7 -0.1
C -3.55595 -1.00736 -3.33712 0.0 -0.1 0.1
C -5.67632 -0.83610 -1.13305 0.2 0.1 -0.1
O -2.83731 -0.13670 -0.74232 0.7 0.7 0.1
H -4.20229 -3.57481 -1.47454 0.2 0.0 0.2
H -3.76679 -3.04871 0.17566 0.0 0.1 -0.3
H -2.49849 -3.22119 -1.07003 -0.2 -0.1 0.1
H -4.25656 -1.64406 -3.89836 0.2 0.2 0.1
H -3.69123 0.03445 -3.66166 0.0 -0.2 0.0
H -2.53131 -1.31134 -3.59157 -0.2 0.0 0.0
H -5.97516 -1.10279 -0.10875 0.1 0.1 -0.3
H -5.95460 0.20983 -1.32358 0.0 -0.2 0.0
H -6.24483 -1.47560 -1.82881 0.0 0.2 0.2